Entry from OMol25: a structure of composition C21H36N6O9 at a distorted geometry (ωB97M-V/def2-TZVPD).

The calculation puts the energy at -49697.008 eV. The calculation puts the energy relative to the best compared isomer or geometry (same formula, charge and spin) at 670.8 kcal per mole. The HOMO-LUMO gap is 8.0 eV. The value obtained for the HOMO energy is -0.2914 hartree.

XYZ file:
```
72
Properties=species:S:1:pos:R:3:forces:R:3
C -0.600 0.248 1.946 0.800 0.819 7.415
O 0.594 0.612 2.571 2.925 0.180 3.609
C 0.685 0.600 3.929 0.000 -0.740 2.239
O -0.201 0.320 4.734 1.367 0.597 -1.960
O 1.975 0.885 4.304 -0.782 -0.206 -1.383
C 2.440 0.909 5.654 -0.374 0.166 0.774
H -1.210 -0.495 2.460 0.042 0.459 0.354
H -0.345 -0.188 0.980 2.806 -1.491 3.115
H -1.170 1.167 1.813 0.973 1.058 3.825
H 1.693 1.242 6.375 -0.214 0.335 -0.353
H 3.306 1.571 5.669 -0.234 0.092 -0.148
H 2.775 -0.040 6.072 -0.102 -0.452 -0.727
C 0.837 -1.662 -2.632 -6.255 -6.542 -1.477
O -0.387 -2.365 -3.074 -3.952 -2.543 -2.189
C -1.648 -2.307 -2.445 3.211 -0.136 -0.179
O -1.819 -1.542 -1.506 -1.262 -0.342 -3.665
O -2.477 -3.251 -2.869 1.472 -0.157 -0.791
C -3.828 -3.474 -2.433 -0.599 1.736 0.346
H 1.781 -2.186 -2.784 -0.765 -0.919 -1.025
H 0.740 -1.641 -1.547 -4.567 -4.328 -3.534
H 0.923 -0.666 -3.066 -2.373 -1.820 -2.056
H -4.239 -2.538 -2.055 0.213 -0.277 -0.465
H -3.952 -4.170 -1.603 0.659 -0.306 -0.251
H -4.438 -3.749 -3.293 0.470 -0.293 -0.031
C 5.462 -0.851 0.646 -0.376 -0.015 0.629
O 5.231 0.243 -0.238 -0.128 0.749 -0.752
C 4.045 0.851 -0.242 -1.975 1.337 -0.140
O 3.092 0.659 0.495 1.837 0.468 -0.126
O 4.006 1.787 -1.239 1.031 -0.278 -0.047
C 2.863 2.564 -1.641 -0.110 0.485 0.158
H 5.716 -0.499 1.646 -0.293 0.212 0.050
H 6.337 -1.410 0.317 -0.324 0.125 -0.499
H 4.557 -1.457 0.685 0.263 -0.205 0.066
H 3.013 3.027 -2.616 0.503 -1.253 -0.607
H 2.702 3.528 -1.160 0.544 -0.348 1.359
H 1.919 2.020 -1.601 1.513 -0.046 -0.183
C -0.187 1.127 -1.779 -0.295 -1.990 -1.016
C -0.788 0.749 -0.526 2.544 1.261 -3.567
N -1.218 0.580 0.528 -6.982 3.061 -10.002
H 0.641 1.820 -1.632 -0.960 -0.898 -0.515
H -1.035 1.691 -2.167 1.255 -1.363 -1.908
H 0.147 0.317 -2.427 -1.467 0.689 0.580
C 0.524 3.402 0.243 -0.092 -0.165 0.772
C -0.419 3.273 -0.836 1.688 2.949 3.346
N -1.161 3.129 -1.663 1.401 5.500 -2.898
H 1.195 2.545 0.199 0.265 0.269 0.312
H 0.019 3.350 1.208 -0.146 0.065 0.017
H 1.040 4.360 0.187 0.149 -0.204 -0.038
C -3.068 2.382 -1.240 -4.445 -1.178 -0.973
C -4.180 1.629 -1.907 0.878 0.755 0.956
N -5.010 0.994 -2.366 -0.635 -0.444 -0.551
H -3.438 2.591 -0.236 0.589 -0.306 0.323
H -2.959 3.344 -1.740 -0.793 -0.554 0.129
H -2.193 1.744 -1.367 -2.121 0.063 0.907
C -3.115 -0.692 0.555 -4.531 2.113 0.830
C -4.306 -1.381 0.007 1.981 0.973 1.017
N -5.206 -1.861 -0.492 -1.594 -0.554 -0.052
H -3.492 0.253 0.947 -0.528 0.418 -0.206
H -2.372 -0.399 -0.186 -2.738 -1.039 0.291
H -2.755 -1.143 1.480 -1.048 0.862 -0.386
C -1.163 -2.031 0.562 1.386 -2.926 2.483
C -0.658 -3.225 -0.066 1.544 -4.131 -2.446
N -0.211 -4.207 -0.569 -1.692 3.579 2.025
H -2.166 -2.217 0.945 1.564 -1.432 -0.714
H -1.142 -1.075 0.041 0.771 -2.878 0.222
H -0.485 -1.913 1.408 -0.920 -0.814 0.484
C 1.420 -1.279 0.545 0.684 -1.873 -0.459
C 1.585 -0.846 -0.827 4.611 5.076 3.487
N 1.688 -0.424 -1.891 11.611 9.098 7.601
H 2.336 -1.376 1.128 0.265 -0.075 -0.703
H 0.936 -2.250 0.440 0.949 -0.062 0.369
H 0.818 -0.694 1.240 0.908 0.031 -1.068
```
Forces are in eV/Å.

Entry from OMol25: a cluster of 2 separate species, C21H36NO4 in total (ωB97M-V/def2-TZVPD).

Its total charge is +1. The calculation puts the energy at -32033.918 eV. The calculation puts the energy relative to the best compared isomer or geometry (same formula, charge and spin) at 0.0 kcal per mole. The HOMO-LUMO gap is 8.6 eV. The value obtained for the HOMO energy is -0.4433 hartree.

XYZ file:
```
62
Properties=species:S:1:pos:R:3:forces:R:3
C 1.660 -3.547 4.124 -0.111 -0.083 -0.071
C 2.725 -3.434 3.030 0.063 -0.051 0.131
C 2.152 -3.760 1.638 -0.045 0.009 -0.083
C 3.460 -2.067 3.113 0.065 0.021 0.051
C 2.720 -0.915 2.500 -0.145 -0.101 0.203
C 2.926 -0.446 1.270 0.314 0.054 -0.093
C 2.205 0.741 0.762 -0.291 -0.288 0.370
O 2.577 1.347 -0.223 0.052 0.062 -0.674
C 0.975 1.134 1.456 -0.116 0.221 -0.325
C 0.686 0.670 2.671 0.023 -0.328 0.388
O -0.380 1.095 3.351 -0.153 0.062 -0.004
C -1.198 0.172 4.102 0.138 -0.014 -0.071
C -2.356 -0.297 3.232 -0.210 0.058 0.009
C -1.947 -1.322 2.164 0.196 -0.028 -0.057
O -3.289 -0.823 4.168 0.073 -0.066 -0.064
C 1.728 -0.192 3.368 0.049 0.027 -0.382
O 1.803 -0.219 4.566 -0.198 -0.042 0.357
H 0.936 -2.726 4.066 0.039 -0.083 -0.010
H 2.107 -3.527 5.121 -0.049 0.058 -0.086
H 1.097 -4.480 4.022 0.110 0.082 0.027
H 3.494 -4.182 3.253 -0.072 0.120 0.018
H 2.411 -3.006 0.891 0.013 -0.088 0.042
H 1.058 -3.826 1.665 0.137 0.061 -0.004
H 2.523 -4.720 1.271 -0.071 0.076 0.060
H 4.449 -2.144 2.651 -0.171 -0.009 -0.076
H 3.615 -1.831 4.170 0.050 -0.049 -0.103
H 3.680 -0.878 0.617 -0.019 0.145 0.056
H 0.331 1.842 0.942 0.044 0.049 0.217
H -0.613 -0.673 4.456 0.072 -0.057 0.022
H -1.581 0.708 4.969 0.066 0.088 -0.146
H -2.775 0.592 2.738 -0.008 -0.080 0.115
H -0.917 -1.674 2.302 -0.152 -0.010 0.028
H -2.014 -0.907 1.154 0.010 -0.001 0.083
H -2.597 -2.199 2.207 0.046 0.079 0.004
H -4.028 -1.234 3.706 0.089 0.074 0.001
C -2.901 1.500 -5.532 0.000 0.006 0.028
C -2.836 0.816 -4.166 0.021 -0.032 0.003
C -2.182 1.621 -3.047 0.032 0.025 0.001
N -0.693 1.409 -2.834 -0.054 -0.096 -0.049
C -0.463 0.121 -2.128 0.072 -0.073 -0.025
C 0.097 1.468 -4.114 0.045 0.024 -0.008
C 0.181 2.949 -4.417 -0.004 0.033 0.042
C 0.429 3.573 -3.032 -0.084 -0.005 -0.020
C -0.137 2.560 -2.022 0.124 0.086 0.124
H -1.952 1.495 -6.067 0.008 0.026 0.017
H -3.627 0.992 -6.166 0.010 -0.010 -0.008
H -3.226 2.537 -5.432 -0.026 -0.008 -0.007
H -2.375 -0.172 -4.246 -0.025 -0.010 -0.007
H -3.858 0.627 -3.832 0.001 -0.002 0.006
H -2.624 1.362 -2.086 0.000 0.069 0.018
H -2.332 2.689 -3.200 0.028 -0.010 -0.049
H -0.863 -0.698 -2.721 -0.022 0.011 0.003
H -0.950 0.152 -1.156 -0.012 0.020 -0.007
H 0.609 -0.005 -1.997 -0.009 -0.028 0.041
H 1.080 1.058 -3.884 0.006 0.023 -0.001
H -0.376 0.848 -4.868 -0.007 -0.020 0.008
H -0.753 3.305 -4.852 0.014 0.001 -0.014
H 0.975 3.166 -5.127 0.012 -0.007 0.010
H -0.040 4.549 -2.934 -0.014 -0.005 -0.006
H 1.493 3.703 -2.849 0.007 -0.017 -0.008
H -0.940 2.952 -1.402 -0.004 -0.027 0.017
H 0.642 2.153 -1.378 0.039 0.056 -0.039
```
Forces are in eV/Å.

Entry from OMol25: a structure of composition C21H36P2STi at a distorted geometry (ωB97M-V/def2-TZVPD).

As for the multiplicity: 3. The calculation puts the energy at -74876.206 eV. The calculation puts the energy relative to the best compared isomer or geometry (same formula, charge and spin) at 113.3 kcal per mole. The HOMO-LUMO gap (alpha / beta) is 4.3 / 3.7 eV. The value obtained for the HOMO energy (alpha / beta) is -0.1688 / -0.1571 hartree.

XYZ file:
```
61
Properties=species:S:1:pos:R:3:forces:R:3
P -1.674 -1.733 -1.073 0.971 -1.304 -1.241
P 1.404 -3.035 1.079 0.260 -0.659 -0.200
C -0.779 -3.327 -0.803 -0.228 -0.938 0.028
C -0.271 -3.666 0.609 -0.242 -0.675 -0.262
H 0.010 -3.480 -1.561 -0.414 0.295 0.348
H -1.542 -4.082 -1.054 0.120 0.150 0.074
H -1.000 -3.349 1.378 0.403 -0.112 -0.279
H -0.202 -4.765 0.683 -0.040 0.208 0.040
C 2.526 -4.382 0.625 -0.105 -0.392 0.184
H 3.557 -4.116 0.893 -0.296 0.014 -0.167
H 2.472 -4.600 -0.451 0.045 0.206 0.273
H 2.234 -5.279 1.186 0.115 0.058 -0.190
C 1.258 -3.057 2.876 0.183 -0.343 0.542
H 1.589 -4.041 3.223 -0.055 0.095 0.174
H 0.216 -2.922 3.187 0.257 0.112 -0.063
H 1.882 -2.286 3.337 -0.135 -0.215 -0.116
C -1.886 -1.923 -2.868 -0.161 0.056 0.028
H -2.533 -1.134 -3.265 0.168 -0.133 0.045
H -2.335 -2.918 -3.041 0.004 0.328 0.036
H -0.909 -1.864 -3.367 -0.336 0.092 0.304
C -3.322 -2.068 -0.432 -0.957 -0.472 0.322
H -3.318 -2.292 0.641 0.103 0.091 -0.117
H -3.728 -2.952 -0.956 0.049 0.370 0.198
H -4.002 -1.224 -0.598 0.221 -0.079 -0.027
Ti -1.630 1.373 1.449 -0.737 0.871 -0.387
C 2.398 -1.478 0.646 -0.869 4.317 -0.822
C 2.587 -0.972 -0.706 3.218 -1.059 1.164
C 1.754 -1.303 -1.809 -0.554 0.259 -1.461
C 1.156 -0.054 -2.527 1.764 -0.820 -0.521
C -0.128 0.242 -1.977 -2.853 0.445 2.161
C -0.651 -0.263 -0.670 -0.690 3.174 0.691
C 0.002 -0.527 0.834 -0.508 -0.800 0.930
C 1.484 -0.324 1.232 -0.688 -0.433 1.244
C -3.098 2.761 0.823 -0.602 -0.337 0.385
H 3.345 -1.536 1.220 -0.270 -0.129 0.057
H 3.602 -0.630 -0.923 0.046 -0.588 -0.071
H 0.936 -1.885 -1.376 -0.021 -0.023 -0.533
H 2.303 -1.950 -2.520 -0.329 0.003 -0.381
H 1.811 0.820 -2.354 0.423 -0.449 -0.143
H 1.156 -0.204 -3.625 -0.184 -0.085 0.154
H -0.617 1.155 -2.321 0.035 -0.135 0.426
H -1.523 0.505 -0.362 0.877 -0.920 -1.268
H -0.275 -1.590 1.004 0.366 0.834 0.041
H -0.546 -0.182 1.863 0.398 -0.241 -1.471
H 1.793 0.698 0.956 0.201 -0.791 -0.133
H 1.491 -0.344 2.339 -0.185 0.112 0.156
H -3.311 3.169 1.839 -0.197 0.052 -0.291
H -4.012 2.295 0.432 -0.199 0.256 0.085
H -2.776 3.589 0.172 -0.331 -0.432 0.283
S -0.251 2.825 0.499 1.967 1.555 -0.906
C -0.212 4.651 0.422 -0.495 -0.126 0.196
C -0.518 5.443 1.544 0.469 0.140 0.067
C 0.073 6.704 1.677 0.088 0.193 -0.288
C 0.854 7.235 0.648 -0.025 -0.256 -0.096
C 0.887 6.578 -0.584 -0.246 -0.026 0.263
C 0.313 5.311 -0.716 0.201 -0.277 0.479
H -1.164 5.079 2.344 0.431 -0.216 -0.155
H -0.030 7.292 2.591 -0.151 -0.314 -0.147
H 1.445 8.139 0.799 -0.371 -0.097 -0.056
H 1.384 7.056 -1.428 -0.152 -0.239 0.130
H 0.321 4.817 -1.685 0.243 -0.173 0.284
```
Forces are in eV/Å.

Entry from OMol25: a cluster of 5 separate species, C21H37BN12O5S in total at a distorted geometry (ωB97M-V/def2-TZVPD).

The SMILES is CNCc1c(C)c(B(N)O)c2nsnc2c1Cc1cccc(C)c1.NC(N)=O.NC(N)=O.NC(N)=O.NC(N)=O. The calculation puts the energy at -62003.937 eV. The calculation puts the energy relative to the best compared isomer or geometry (same formula, charge and spin) at 237.7 kcal per mole. The HOMO-LUMO gap is 6.9 eV. The value obtained for the HOMO energy is -0.3030 hartree.

XYZ file:
```
77
Properties=species:S:1:pos:R:3:forces:R:3
C 2.175 3.078 1.921 0.302 0.156 0.868
N 1.004 2.179 2.139 0.612 0.341 -1.174
C 0.199 1.990 0.898 -1.128 -0.631 0.012
C 0.114 0.403 0.570 0.216 -2.519 -1.702
C -0.793 -0.448 1.579 0.693 -2.576 -1.695
C -1.479 0.322 2.815 0.990 -0.012 -0.389
C -0.963 -1.977 1.382 2.033 3.137 -1.488
B -1.862 -2.945 2.354 -0.230 -0.353 1.157
N -3.175 -3.559 1.887 1.423 0.684 0.093
O -1.441 -3.235 3.710 -1.239 1.647 -1.713
C -0.240 -2.613 0.141 0.051 0.059 -0.095
N -0.332 -4.023 -0.167 2.172 5.261 -1.589
S 0.619 -4.123 -1.581 -0.104 1.166 0.486
N 1.222 -2.553 -1.969 -3.491 -0.244 4.980
C 0.662 -1.776 -0.885 -0.200 -0.019 0.245
C 0.863 -0.242 -0.652 -2.096 0.601 3.561
C 1.756 0.744 -1.533 0.391 -0.684 -0.554
C 3.026 0.073 -2.229 2.894 -1.127 -2.647
C 3.396 0.618 -3.664 1.589 -1.885 1.076
C 4.585 0.095 -4.506 -0.494 -1.899 3.609
C 5.455 -1.055 -3.936 -3.198 1.536 2.368
C 5.116 -1.608 -2.498 -1.078 1.752 -1.166
C 6.078 -2.804 -1.986 -0.326 0.791 -1.154
C 3.923 -1.042 -1.636 0.604 1.294 -3.385
H 1.821 4.148 1.724 0.779 -1.235 -0.015
H 2.872 2.696 1.082 -1.344 0.587 1.267
H 2.789 3.072 2.889 -0.770 0.144 -1.421
H 0.415 2.473 2.928 0.523 0.048 -0.692
H -0.859 2.408 1.128 1.495 -0.997 -0.713
H 0.569 2.606 -0.002 -0.325 -1.084 1.496
H -2.273 -0.291 3.359 1.170 0.652 -0.908
H -0.614 0.545 3.554 -1.505 -0.362 -1.087
H -1.978 1.321 2.510 0.944 -1.926 0.420
H -3.791 -2.816 1.524 0.445 -0.713 -0.251
H -2.931 -4.232 1.129 -0.572 0.748 0.532
H -2.200 -3.094 4.333 0.806 -0.834 -0.904
H 1.079 1.160 -2.366 1.069 -0.610 1.102
H 2.149 1.664 -0.953 -0.847 -1.727 -0.615
H 2.755 1.474 -4.100 1.130 -1.597 0.798
H 4.853 0.509 -5.532 -0.649 -0.498 1.625
H 6.332 -1.504 -4.537 -1.622 0.840 1.175
H 7.159 -2.503 -2.257 -1.676 -0.461 0.689
H 5.852 -3.733 -2.642 0.236 1.377 1.371
H 5.983 -3.013 -0.869 0.071 0.258 -1.638
H 3.689 -1.466 -0.591 0.552 0.685 -1.893
N 3.586 -0.896 2.571 -0.484 0.508 -0.299
C 4.753 -1.522 2.858 0.421 0.286 -0.108
N 4.614 -2.758 3.400 0.208 -0.771 0.316
O 5.843 -1.014 2.645 -0.104 -0.083 0.016
H 2.680 -1.296 2.737 0.032 0.071 -0.027
H 3.646 0.025 2.166 -0.089 -0.165 0.094
H 5.459 -3.256 3.628 -0.177 0.106 -0.043
H 3.728 -3.192 3.583 0.061 0.070 -0.028
N -2.537 -4.267 -3.819 -0.189 -0.435 0.695
C -2.615 -3.759 -5.073 -0.364 -0.149 -0.378
N -1.684 -2.816 -5.360 0.419 0.584 -0.389
O -3.457 -4.121 -5.880 0.096 0.047 0.098
H -1.852 -3.982 -3.141 -0.026 -0.026 -0.071
H -3.212 -4.971 -3.566 0.145 0.142 -0.058
H -1.708 -2.413 -6.282 0.012 -0.095 0.191
H -0.983 -2.505 -4.710 -0.041 -0.061 -0.032
N -5.405 2.123 1.118 0.225 -0.212 -0.560
C -4.987 2.252 2.398 -0.134 -0.271 -0.117
N -5.979 2.449 3.299 -0.167 0.129 0.742
O -3.805 2.197 2.716 -0.119 0.340 0.028
H -6.368 2.166 0.837 0.084 0.132 0.010
H -4.698 1.975 0.416 -0.173 0.060 0.088
H -5.709 2.550 4.264 -0.081 -0.016 -0.181
H -6.952 2.497 3.057 0.098 0.022 -0.033
N -4.144 5.252 1.068 0.185 -0.437 0.541
C -4.984 5.793 0.152 -0.377 -0.166 0.029
N -4.441 6.780 -0.603 0.023 0.575 -0.597
O -6.140 5.421 0.017 0.079 -0.004 0.000
H -3.192 5.543 1.195 -0.100 -0.021 -0.005
H -4.512 4.515 1.648 0.201 0.187 -0.122
H -5.034 7.207 -1.296 0.130 -0.080 0.140
H -3.494 7.100 -0.508 -0.094 -0.046 0.016
```
Forces are in eV/Å.

The highest energy relative to the best compared isomer or geometry (same formula, charge and spin) belongs to which entry?
C21H36N6O9

What is the formula in the second record?
C21H36NO4

energy relative to the best compared isomer or geometry (same formula, charge and spin) of number 2 (C21H36NO4)?
0.0 kcal per mole